[1]
Here is a molecular structure, C22H29N2O5PdS at a distorted geometry from the Open Molecules 2025 dataset. Energies are from ωB97M-V/def2-TZVPD.

Each line ends with the Mulliken charge.
Atoms and positions in Å:
1 Pd -0.28 0.42 -0.46  1.407
2 O -0.55 -1.96 -0.64  -0.589
3 C 0.41 -2.54 -1.53  2.466
4 C 1.70 -1.54 -1.61  0.259
5 O 2.74 -2.00 -2.01  -0.576
6 O 1.42 -0.33 -1.29  -0.779
7 C -0.13 -2.49 -2.94  -0.465
8 C -1.33 -1.83 -3.22  -0.283
9 C -1.82 -1.82 -4.52  -0.968
10 C -1.11 -2.43 -5.54  -0.388
11 C 0.09 -3.06 -5.26  -0.881
12 C 0.58 -3.09 -3.97  -0.241
13 C 0.75 -3.93 -1.04  -0.274
14 C 1.92 -4.25 -0.37  -0.240
15 C 2.11 -5.54 0.11  -0.849
16 C 1.12 -6.50 -0.05  -0.392
17 C -0.06 -6.18 -0.70  -0.775
18 C -0.24 -4.90 -1.19  -0.337
19 H -0.36 -2.27 0.25  0.425
20 H -1.89 -1.37 -2.42  0.536
21 H -2.77 -1.34 -4.74  0.421
22 H -1.50 -2.42 -6.55  0.409
23 H 0.66 -3.52 -6.06  0.417
24 H 1.52 -3.58 -3.75  0.471
25 H 2.71 -3.52 -0.24  0.417
26 H 3.04 -5.80 0.61  0.414
27 H 1.27 -7.50 0.34  0.409
28 H -0.83 -6.92 -0.83  0.400
29 H -1.16 -4.64 -1.72  0.434
30 C -0.52 -0.16 4.16  -1.101
31 N 0.33 0.98 3.87  0.195
32 C 0.68 1.81 5.02  -0.642
33 C 1.90 2.65 4.71  -0.715
34 C 1.68 3.36 3.39  -0.653
35 N 1.40 2.38 2.35  0.283
36 C 1.81 2.75 1.01  -0.800
37 C 0.72 1.23 2.60  0.541
38 O 0.44 0.39 1.70  -0.839
39 H 0.02 -0.91 4.74  0.345
40 H -0.85 -0.61 3.23  0.254
41 H -1.39 0.17 4.74  0.362
42 H 0.89 1.14 5.86  0.365
43 H -0.18 2.43 5.29  0.327
44 H 2.77 2.01 4.63  0.311
45 H 2.06 3.38 5.51  0.363
46 H 2.58 3.90 3.10  0.382
47 H 0.86 4.08 3.47  0.297
48 H 2.88 2.93 0.97  0.405
49 H 1.29 3.66 0.69  0.308
50 H 1.60 1.93 0.32  0.090
51 C -3.75 3.20 -0.86  -1.055
52 S -2.16 2.76 -0.12  0.642
53 C -1.16 3.11 -1.61  -1.081
54 O -2.19 1.25 -0.01  -0.702
55 H -3.85 2.70 -1.82  0.320
56 H -3.78 4.28 -0.97  0.420
57 H -4.54 2.87 -0.18  0.386
58 H -1.15 4.18 -1.78  0.441
59 H -1.60 2.59 -2.46  0.407
60 H -0.14 2.76 -1.43  0.294

Output
Net charge ... +1
LUMO energy (spin up / spin down) ... -5.61 / -5.62 eV
Kohn-Sham gap (spin up / spin down) ... 5.335 / 5.332 eV

[2]
Here is a molecular structure, C22H29N3O3S at a distorted geometry from the Open Molecules 2025 dataset. Energies are from ωB97M-V/def2-TZVPD.

Each line ends with the Mulliken charge.
Atoms and positions in Å:
1 C -5.08 -0.59 -2.94  -1.065
2 H -5.88 -1.20 -2.85  0.484
3 H -4.32 -1.04 -3.73  0.208
4 H -5.36 0.33 -3.50  0.359
5 O -4.36 -0.59 -2.00  -0.260
6 C -5.00 0.21 -0.76  0.198
7 C -6.32 0.67 -0.67  -0.280
8 C -6.75 1.56 0.10  -0.865
9 C -5.98 1.81 1.22  -0.291
10 C -4.60 1.23 1.35  0.413
11 C -4.17 0.73 0.33  -0.015
12 N -2.90 0.17 0.20  0.392
13 C -1.83 0.45 1.13  -0.608
14 C -0.41 0.49 0.78  -1.521
15 N -0.19 -1.04 0.49  0.523
16 C -1.19 -1.59 -0.23  -0.125
17 H -0.91 -2.79 -0.42  0.166
18 C -2.59 -1.40 0.22  -1.103
19 H -3.15 -1.65 -0.64  0.552
20 H -2.70 -1.82 1.22  0.333
21 H -1.06 -1.07 -1.42  0.185
22 C 1.08 -1.31 0.42  0.778
23 C 1.45 -2.72 0.82  -1.209
24 C 2.81 -3.23 0.57  -0.194
25 C 3.88 -2.14 0.77  -1.582
26 N 3.69 -0.92 0.60  0.959
27 S 4.19 -0.68 -0.91  1.175
28 O 5.46 -1.03 -1.15  -0.620
29 O 3.10 -0.63 -1.82  -0.609
30 C 4.55 1.19 -0.52  0.536
31 C 5.54 1.66 0.24  -0.551
32 C 5.76 2.86 0.43  -0.090
33 C 5.07 3.92 -0.03  -0.593
34 C 4.00 3.42 -0.96  -0.296
35 C 3.73 2.15 -1.21  -0.742
36 H 3.03 2.12 -1.86  0.763
37 H 3.47 4.33 -1.58  0.148
38 H 5.25 4.93 0.43  0.327
39 H 6.57 3.19 1.26  0.114
40 H 5.98 0.88 0.84  0.336
41 C 2.35 -0.57 1.04  -2.119
42 H 2.06 0.59 0.71  0.169
43 H 2.04 -0.50 2.00  0.717
44 H 4.85 -2.68 0.70  0.314
45 H 3.74 -2.29 2.03  0.300
46 H 3.15 -3.33 -0.70  0.213
47 H 3.14 -4.40 0.80  0.326
48 H 0.87 -3.67 0.36  0.296
49 H 1.35 -2.76 1.74  0.548
50 H 1.21 -1.30 -0.78  0.250
51 H 0.28 0.88 1.42  0.958
52 H -0.28 0.97 -0.28  0.210
53 H -1.84 1.77 1.22  0.265
54 H -1.88 0.09 2.34  0.212
55 H -3.92 1.39 2.35  0.197
56 H -6.26 2.46 2.36  0.136
57 H -7.76 1.87 0.11  0.426
58 H -6.95 0.63 -1.64  0.255

Output
LUMO energy ... 0.61 eV
Kohn-Sham gap ... 8.532 eV